(1)
5
Properties=species:S:1:pos:R:3:forces:R:3:lowdin_spin:R:1 method="wB97M-V/def2-TZVPD" spin_multiplicity=2 homo_ev="-9.348 / -8.934" relative_energy_kj_mol=22.7 total_charge=0 s2=0.75 lumo_energy_ev="1.1036 / -1.8023" orbital_gap_ha="0.3841 / 0.2621"
C -1.109724 0.201008 0.233687 1.6 0.0 -0.8 0.088
H -1.922829 -0.170721 -0.402884 0.7 0.2 -0.2 0.000
H -1.088477 1.263348 0.421991 -0.7 0.2 0.1 0.009
H -1.126517 -0.335731 1.146930 -0.5 -0.3 1.3 0.027
S 0.674761 -0.122684 -0.160510 -1.0 -0.1 -0.4 0.876


(2)
135
Properties=species:S:1:pos:R:3:forces:R:3:mulliken_charge:R:1 method="wB97M-V/def2-TZVPD" smiles="CC1(C)CCCC(C)(C)N1O.O=S1(=O)CCCC1.O=S1(=O)CCCC1.O=S1(=O)CCCC1.O=S1(=O)CCCC1.O=S1(=O)CCCC1.O=S1(=O)CCCC1.O=S1(=O)CCCC1" homo_ev=-8.551 relative_energy_kj_mol=29.2 total_charge=0 lumo_energy_ev=-0.0458 orbital_gap_ha=0.3126
O -3.591939 -6.498579 0.111313 -0.7 0.1 -0.1 -0.609
O -1.781905 3.922305 -2.059619 0.3 -0.7 -0.4 -0.692
H -4.530705 6.404027 -1.146515 0.9 0.1 -0.2 0.340
H 2.460809 0.724259 -1.620605 0.8 0.5 0.8 0.329
H -3.055936 0.706097 6.323279 0.1 -0.7 0.5 0.518
C -2.067006 1.064655 6.587526 0.9 1.7 -0.4 -0.780
N 2.151751 -0.669306 1.467235 1.2 -1.0 -0.4 0.238
H 2.921930 -0.966818 3.129332 0.1 0.2 0.3 0.384
H -4.421485 -3.205159 2.644482 0.0 0.5 0.3 0.403
S -3.691440 -2.288873 0.600797 -1.3 1.4 -0.4 1.390
H 4.634094 -0.935588 1.056864 0.0 0.1 0.2 0.318
C -5.646946 -1.349905 2.200092 0.4 -0.5 -1.3 -0.678
C 3.261840 -3.016126 -3.959041 -0.2 -1.5 0.6 -0.466
O -5.535340 0.814583 -4.482888 0.0 0.0 0.8 -0.732
C 0.602861 -1.532980 -0.137050 -0.5 0.2 -0.8 -0.877
C 2.427532 1.674476 0.792745 -0.9 0.3 -2.1 -1.254
C 2.321301 -2.196199 -4.777941 0.7 2.1 -1.8 -0.181
C -4.250116 5.831860 -0.255218 -1.1 0.0 -0.4 -0.835
H -3.958740 -0.631656 -2.065463 0.1 -0.7 -0.2 -0.234
H -2.980715 2.753214 -4.685308 0.1 0.0 0.2 0.410
C 7.678042 4.560356 0.021358 -1.9 1.0 -0.6 -0.733
O 4.440066 -5.251858 -4.928795 0.1 -0.6 0.3 -0.640
H -0.412916 -1.878421 -0.348518 0.1 -0.6 0.5 -0.054
C 2.060910 -2.985068 -6.086870 1.0 -0.4 0.9 -0.762
H -1.949852 0.842855 -2.154723 0.0 0.1 0.0 -0.456
H 7.119111 4.600239 2.119841 0.2 0.1 -0.1 0.391
C -0.100567 -6.456288 -0.341648 -0.1 1.0 -0.3 -0.875
H -1.378288 -0.676841 -2.653078 0.1 -0.2 -0.7 0.285
H 1.450282 1.830351 0.314415 -0.3 -0.2 0.6 0.033
H -1.101602 -4.673514 0.428115 -0.8 -0.3 -0.1 0.011
H 4.777770 0.898588 0.981470 0.4 -0.5 0.5 0.207
H -0.005507 0.357437 2.686248 0.3 0.4 -0.2 0.159
H -2.001184 2.053407 6.112847 -0.2 0.1 0.1 0.342
H -0.832458 5.917179 -0.067834 -0.1 0.5 0.3 0.469
C -3.022837 6.409507 0.489416 -0.4 -0.8 -0.3 -0.491
H 1.387364 -2.257379 -0.381461 -0.5 -0.6 0.2 0.800
H -0.918524 -8.306608 -1.047017 -0.1 -0.1 0.1 0.351
H -2.562659 -4.440004 -1.740792 -0.1 0.1 0.9 0.336
H -6.356184 -1.190741 1.382252 -0.4 0.1 0.3 0.265
H 4.245112 4.617653 -0.884075 0.2 0.7 0.7 0.454
H 4.779658 -0.029766 -0.455821 -0.1 -0.2 -0.1 0.423
H 1.091677 -3.203191 1.831819 0.3 0.1 0.3 0.456
O -4.522036 1.953358 -2.457741 -0.5 0.1 0.1 -0.522
H 3.970236 -2.561957 -7.148892 0.1 0.5 0.7 0.393
H -3.790959 -0.336371 2.752732 -0.3 0.3 0.4 0.296
H 0.562928 -6.480366 -1.209539 0.0 -0.8 0.0 0.325
H 2.585966 -3.784006 -3.569133 0.7 -0.4 0.4 0.281
H 0.306207 0.470484 -1.120919 -0.2 -0.2 0.2 -0.074
C 6.683969 4.874428 1.155059 0.5 -0.8 0.9 -0.817
H 0.479555 0.768876 8.883197 -0.5 -0.3 0.1 0.372
H -4.358567 3.975003 -1.556962 -0.2 0.4 0.0 0.345
C 2.827968 0.213374 0.483328 -0.4 0.0 1.0 2.760
C -3.931555 -0.440161 0.669746 -0.8 -1.6 -0.7 -0.460
H -4.656647 -0.218477 -0.115749 0.1 0.0 -0.1 0.499
H 6.444423 5.930327 1.269499 -0.1 0.0 -0.5 0.322
C 0.006012 1.495002 8.228454 0.9 0.5 -1.1 -0.674
C 5.430277 3.986224 1.006218 -0.4 1.2 -0.3 -0.163
H 5.665909 2.987252 1.363770 -0.2 -0.1 -0.1 0.073
H 8.311539 3.701205 0.200647 0.1 0.0 -0.1 0.388
S -4.413795 1.095653 -3.616198 1.8 -0.3 -1.2 0.996
S -1.781260 1.438770 8.327158 -0.2 -0.5 1.0 1.109
C 0.906984 -0.442092 -1.162782 0.8 -0.1 1.4 0.699
O -2.100423 0.255765 9.095844 -0.3 0.2 -0.2 -0.653
S 6.554049 4.202672 -1.426869 1.2 -1.3 0.8 1.147
H -3.384693 -1.077676 -3.830421 -1.4 -0.6 0.3 0.473
C 0.369253 1.228297 6.727082 -0.3 0.7 0.7 -0.810
H -4.369859 3.707174 0.170931 0.1 0.0 0.0 0.237
C 0.773090 -1.154529 1.350135 -1.0 2.4 -1.5 2.361
H 0.532134 -6.517931 0.542709 -0.1 0.2 0.1 0.357
H -1.237624 -0.502740 1.904068 0.0 -0.2 -0.3 0.138
O 6.456167 5.330675 -2.292346 -0.3 1.1 -0.3 -0.672
H -1.039702 1.691964 -4.068986 0.4 -0.4 0.2 0.300
H 1.589580 -3.935532 -5.828962 -0.6 0.1 -0.3 0.322
H 2.962004 -0.827087 -1.495902 0.3 -0.6 0.9 0.292
H -1.970510 6.381698 -1.364113 0.2 -0.2 -0.2 0.345
O -4.078538 -2.718093 -0.744352 0.5 -0.1 1.2 -0.786
H 3.907497 -2.610609 -3.183849 -0.4 0.5 0.1 0.318
H 3.465843 -4.126399 -7.367062 -0.1 -0.6 0.6 0.431
H 0.351622 2.470992 8.565046 -0.2 0.1 -0.1 0.374
H -2.919478 5.996170 1.493552 -0.2 0.0 0.1 0.253
H -0.524051 -2.696529 2.165148 0.1 0.4 -0.2 0.071
O -3.218402 -7.420013 -2.227496 -0.2 0.1 0.7 -0.685
S -2.189988 4.129163 -0.696371 -1.1 1.3 0.4 1.200
C -3.027484 1.668752 -4.708580 -0.9 -1.1 0.6 -0.747
S -2.757926 -6.749374 -1.031461 2.4 0.0 0.4 1.132
O -1.714245 3.244867 0.358381 -0.2 0.7 -0.6 -0.549
O 6.996818 2.953377 -2.020860 -0.5 0.3 0.5 -0.655
H -1.370944 -7.990686 0.630538 -0.2 0.3 0.1 0.403
H 4.712153 3.001013 -0.810555 0.1 -0.1 0.3 -0.029
H -6.152347 -1.290826 3.157592 0.0 -0.2 0.1 0.440
C -4.596311 -0.245351 2.017432 0.6 0.0 0.5 -0.530
C -0.264125 -0.045402 1.701803 -0.6 -0.6 1.0 -1.167
H -3.173800 7.482044 0.580784 0.6 0.1 -0.1 0.362
H 0.429971 2.173398 6.182518 0.0 0.1 0.1 0.348
H 2.799743 -1.276440 -5.145820 0.3 0.0 0.2 0.245
H -3.355937 1.324079 -5.686196 0.0 0.2 -0.1 0.364
O -2.387339 -2.592816 1.148469 -0.3 -0.3 -0.3 -0.637
C -1.168978 -7.524220 -0.328581 -0.7 -0.6 -1.5 -0.711
C -2.046218 0.119740 -2.975971 -0.6 0.9 1.9 0.713
C 3.465490 -3.356344 -6.592644 0.3 -0.1 -0.6 -0.771
H -0.632256 -0.588013 6.601553 -0.4 -0.3 -0.6 0.367
H -5.151627 0.686189 2.116101 0.5 0.3 0.0 0.370
C 5.019939 3.987613 -0.450764 0.5 -1.5 -1.6 -0.323
O 2.513975 -0.176422 2.757583 -0.5 -0.6 0.0 -0.492
H 0.857683 -0.818802 -2.185477 -0.3 -0.1 0.1 -0.617
H -5.547743 -3.506459 1.414383 -0.6 0.5 -0.1 0.489
H 1.341425 0.747502 6.653913 0.0 -0.1 -0.1 0.346
H 8.164196 5.479810 -0.292669 0.6 -0.3 0.0 0.378
H -1.602351 -5.509418 -2.569819 0.8 -0.2 0.3 0.335
C -3.502958 -0.368145 -3.008971 0.8 0.9 -1.4 -0.515
H 1.453523 -1.763652 -4.280541 -0.2 -0.8 0.3 -0.064
H -0.468573 0.759863 0.997983 0.5 0.0 -0.1 -0.055
C 4.361510 -0.014958 0.552167 -0.4 1.1 -0.3 -1.798
H -5.230643 5.905564 0.226909 0.4 -0.1 0.8 0.397
C -0.783190 -5.075775 -0.538845 1.5 0.4 1.8 0.612
H -2.954842 -0.053302 0.391838 0.0 0.5 0.5 -0.001
C -0.766859 0.392563 6.139911 0.0 -0.3 0.5 0.098
H 0.013047 -4.351777 -0.729193 -0.2 0.0 -0.9 -0.233
C -1.760833 0.892028 -4.246709 0.1 1.6 -0.9 -0.924
H -1.417012 0.360970 -5.134490 0.1 -0.6 0.4 0.368
C 0.511866 -2.351577 2.203541 0.0 -1.1 0.5 -1.749
C -4.003792 4.374632 -0.610323 0.6 -1.1 0.3 -0.424
H 2.340335 2.019577 1.814433 0.5 -0.2 0.1 0.398
S 4.447949 -3.832224 -5.076232 -1.6 1.6 -1.7 1.123
H 2.963009 2.351623 0.119849 0.7 0.0 0.6 0.040
H -0.718311 0.412215 5.053045 0.1 -0.5 0.0 -0.266
C -1.873413 5.902474 -0.391677 0.3 -0.1 0.3 -0.942
O 5.666143 -3.071524 -5.056117 0.2 -0.2 0.2 -0.645
H 0.712289 -2.163362 3.260986 0.3 0.0 -0.1 0.348
C 2.374675 -0.114960 -0.906784 -0.7 1.0 -3.2 -2.293
C -1.862349 -5.253345 -1.536575 -1.4 0.0 -1.3 -0.662
O -2.302944 2.724188 8.747804 0.1 -0.6 -0.6 -0.661
H 1.521320 -2.389920 -6.816487 -0.2 -0.2 0.0 0.357
H 4.602906 4.423227 1.565218 0.1 -0.3 0.4 0.356
C -4.986996 -2.688350 1.866759 1.2 -0.9 -0.4 -1.054


(3)
104
Properties=species:S:1:pos:R:3:forces:R:3:mulliken_charge:R:1 method="wB97M-V/def2-TZVPD" homo_ev=-8.945 total_charge=0 lumo_energy_ev=-1.8917 orbital_gap_ha=0.2592
F 5.803753 -7.556552 2.506416 -0.2 0.0 0.4 -0.308
O -0.193178 -7.402593 -5.107793 -0.9 -0.2 0.1 -0.462
H -5.570995 7.338183 -3.629058 0.0 0.0 0.0 0.361
P -0.910580 -6.088636 -4.548152 0.9 0.6 -0.6 0.988
S 1.228441 -8.167554 0.125900 0.2 0.3 0.0 -0.367
C 0.830883 -3.692326 -2.213690 -0.6 0.3 -0.2 -1.097
C -2.144309 4.260350 0.986390 0.0 0.0 0.1 -0.923
O -3.355774 4.567694 1.651603 0.1 0.1 -0.1 -0.305
H 3.661584 -8.122431 -2.779823 0.3 0.1 0.1 0.361
C 5.521981 -5.211588 2.667191 0.3 0.1 0.7 0.875
H -6.194609 10.192054 -1.728548 0.0 0.0 0.0 0.248
H 4.656068 1.782851 2.304149 0.0 0.0 0.0 0.252
O -2.530558 7.389808 1.710669 -0.1 -0.1 -0.1 -0.399
H 6.762848 -1.625869 2.168761 0.1 0.0 0.0 0.375
H -6.684013 9.444277 -3.260318 0.0 0.0 0.0 0.403
F 3.670421 -4.401895 3.898870 -0.2 0.1 -0.1 -0.257
C 6.350627 -1.372368 4.233710 0.4 0.1 0.1 -0.264
O 5.493203 -0.066975 2.370493 -0.1 0.2 0.1 -0.290
C 4.570680 -5.384192 3.912356 -0.4 0.3 0.0 0.733
C -4.179421 8.489613 -4.802421 -0.2 -0.1 -0.2 -0.598
C 4.903265 -0.085782 5.594496 0.0 0.0 0.1 -0.709
H 4.904540 0.840853 6.166480 0.0 0.0 0.0 0.261
H -4.120126 11.048926 -5.843031 0.0 0.0 0.0 0.320
F 5.115317 -4.149701 1.985697 -0.4 0.2 -0.7 -0.242
C -5.420325 -1.241889 -0.211020 0.2 0.0 -0.3 -0.554
H -0.697186 -8.185478 -4.845722 0.2 -0.2 -0.1 0.316
H -1.500737 5.137708 0.892333 0.0 0.0 0.0 0.478
H -2.185427 7.760334 -0.260176 0.0 0.0 0.0 0.317
H 5.977377 1.630495 3.477465 0.0 0.0 0.0 0.323
P 1.938420 -7.618017 -1.569342 -1.0 -0.8 1.5 0.521
O 5.717209 -4.711314 -0.679378 -0.5 0.0 0.9 -0.529
C 5.725537 -6.447971 1.756651 0.5 -0.3 -0.6 0.265
H 7.210587 -1.994976 4.500421 -0.1 -0.1 0.0 0.368
O 0.993688 -8.175226 -2.746284 0.6 0.4 -0.6 -0.291
C 2.051493 -5.784144 -1.702451 0.3 0.4 -0.7 0.739
O -5.031692 0.448519 1.486967 0.1 -0.1 0.0 -0.386
H -6.481803 0.586322 0.072531 0.0 0.0 0.0 0.399
F 6.927555 -6.336294 1.173322 0.0 0.2 -0.4 -0.297
C 5.633229 1.336822 2.482963 0.0 0.0 0.0 -0.802
H -2.687894 -2.620837 0.955917 0.0 0.0 -0.1 0.226
S 4.817379 -5.789758 -0.939139 2.0 0.9 -1.6 1.193
H -2.943093 -5.979302 -4.020461 -0.3 0.1 -0.2 0.348
H -4.246049 -3.471566 0.920741 0.0 0.0 0.1 0.312
F 3.459045 -6.208584 1.229293 -0.1 0.2 0.1 -0.246
N 2.175907 -1.649945 -2.150724 0.1 1.0 -0.2 -0.614
C -6.176255 9.270921 -2.309082 0.0 0.0 0.1 -0.849
H -5.841739 11.237380 -5.447372 0.0 0.0 -0.1 0.243
H -3.382463 0.800399 2.626336 -0.1 0.0 0.0 0.285
C 3.200273 -3.653636 -1.604407 0.0 1.1 0.0 0.465
F 6.735569 -4.909126 3.143982 0.5 -0.1 0.3 -0.330
F 4.470731 -7.990507 0.526827 0.2 -0.2 -0.4 -0.284
C -4.646138 7.904872 -3.487344 0.3 0.1 0.2 -0.421
H -3.511208 6.621314 0.037316 0.0 0.0 0.0 0.299
C -3.171633 5.334988 2.831413 -0.3 -0.1 0.0 -0.536
C -3.028871 7.535929 0.390829 0.0 0.1 0.0 -0.772
H 1.272947 -9.089057 -2.902120 -0.1 0.0 -0.1 0.302
H -5.821656 -1.361004 -1.222611 0.0 0.0 0.0 0.359
I -0.845680 -2.528967 -2.717340 0.2 -0.2 0.2 0.210
N 4.206284 -2.794430 -1.458161 0.9 0.1 0.1 -0.500
H 7.507744 -0.175899 2.862371 0.0 0.0 0.1 0.347
C 6.604383 -0.793667 2.862953 -0.1 -0.3 -0.3 -0.584
H -4.486471 6.929834 2.228627 0.0 0.0 0.0 0.314
O 6.242362 -0.368029 5.229872 -0.2 0.0 -0.1 -0.431
C 2.013594 -2.945227 -2.008102 0.2 -1.4 0.2 0.668
H -6.049085 -1.817102 0.474961 0.0 0.0 0.0 0.321
H -3.017797 0.298383 0.965391 0.0 0.0 0.0 0.347
H -6.706667 8.492208 -1.750168 -0.1 0.0 0.0 0.319
H -2.392616 3.899025 -0.010720 0.0 0.0 0.0 0.242
H -0.842573 -7.076799 -1.754593 0.5 -0.1 -0.3 0.110
H -3.989661 7.669945 -5.502464 0.0 0.0 0.0 0.383
H -3.620680 1.948050 1.291839 0.0 0.0 0.0 0.220
P -0.812439 -5.820906 -2.377179 -0.8 0.6 0.5 -0.448
H -4.068874 -1.957086 1.850042 0.0 0.0 0.0 0.354
H 6.336977 1.711816 1.731636 0.0 0.1 0.0 0.302
C 4.604064 -6.688316 0.688065 -0.7 0.2 0.8 0.819
H -3.740541 8.365360 0.338925 0.0 0.0 -0.1 0.362
H -3.878039 7.217159 -3.118730 0.0 0.0 0.0 0.345
O -4.819447 8.907979 -2.497291 -0.1 0.0 -0.1 -0.313
H -3.872107 4.949506 3.578868 0.0 0.0 0.0 0.370
H -3.380168 7.329540 3.554589 -0.1 0.0 0.0 0.381
H -2.157461 5.206310 3.221440 0.0 0.0 0.0 0.352
C 0.840162 -5.062103 -2.086218 -0.1 -0.5 -0.1 0.283
O -2.479785 -6.284176 -4.813826 0.2 -0.6 0.6 -0.525
H -4.673082 10.923475 -4.150960 0.0 0.0 0.0 0.301
H 4.500551 -0.887021 6.223606 -0.1 0.0 0.0 0.302
O 5.304639 -6.685007 -1.947394 -0.7 -0.6 0.2 -0.698
C -3.689818 0.896913 1.585957 0.0 0.0 0.0 -0.610
C -3.768622 -2.485701 0.942685 0.1 0.0 -0.1 -0.785
H -3.243255 9.039068 -4.664718 0.0 0.0 0.1 0.341
C -3.465309 6.801017 2.599881 0.3 0.1 0.1 -0.534
H -1.608081 3.472063 1.527172 0.1 0.0 0.0 0.320
H -4.837977 0.804816 -0.547031 0.0 0.0 0.0 0.274
O -5.167071 9.321184 -5.389574 0.0 0.1 0.1 -0.373
F 3.916686 -6.534714 3.917272 -0.1 -0.3 0.0 -0.254
H 5.460243 -2.008668 4.205513 0.0 0.0 0.1 0.221
F 5.252354 -5.271624 5.040339 0.3 -0.2 0.2 -0.254
S 3.715385 -1.327310 -1.817739 -0.6 -0.7 0.1 0.201
O -4.095097 -1.751352 -0.223740 0.0 0.0 0.1 -0.262
O 3.321689 -8.317157 -1.892844 -0.2 0.1 -0.3 -0.470
C -4.928618 10.703361 -5.189923 0.0 0.0 -0.1 -0.704
O -0.343499 -4.918624 -5.214571 0.2 0.2 0.2 -0.571
H 4.263508 0.042390 4.718103 0.0 0.0 0.0 0.306
C 3.217919 -5.069885 -1.436468 -0.5 -1.0 0.3 -0.341
C -5.450854 0.226856 0.151623 -0.2 0.0 0.2 -0.462